{
  "formula": "C25H16IN4O4SbSe4Tc",
  "method": "wB97M-V/def2-TZVPD",
  "lumo_energy_ev": -5.6792,
  "relative_energy_kj_mol": 0.0,
  "charge": 1,
  "species": ["Tc", "O", "C", "N", "C", "C", "C", "C", "C", "C", "N", "C", "O", "C", "C", "C", "C", "C", "N", "C", "C", "C", "C", "C", "N", "H", "H", "H", "H", "H", "H", "H", "H", "H", "H", "H", "H", "Se", "Sb", "Se", "Se", "Se", "I", "C", "C", "C", "C", "C", "C", "C", "O", "O", "H", "H", "H", "H"],
  "positions_angstrom": [[-0.506, -0.480, -0.426], [1.684, -3.842, -1.413], [1.309, -2.728, -1.194], [0.147, -2.386, -0.420], [-0.290, -3.266, 0.507], [0.171, -4.584, 0.800], [-0.469, -5.283, 1.773], [-1.569, -4.743, 2.497], [-2.010, -3.478, 2.279], [-1.349, -2.705, 1.282], [-1.591, -1.432, 0.925], [-2.531, -0.655, 1.683], [-2.828, -0.852, 2.823], [-3.080, 0.416, 0.828], [-4.160, 1.184, 1.199], [-4.599, 2.157, 0.309], [-3.917, 2.319, -0.882], [-2.820, 1.516, -1.162], [-2.422, 0.560, -0.326], [2.028, -1.518, -1.651], [3.240, -1.636, -2.299], [3.898, -0.475, -2.673], [3.302, 0.741, -2.393], [2.078, 0.775, -1.744], [1.453, -0.343, -1.350], [0.980, -5.021, 0.247], [-0.144, -6.289, 2.000], [-2.055, -5.357, 3.243], [-2.828, -3.068, 2.846], [-4.632, 1.010, 2.155], [-5.451, 2.779, 0.547], [-4.214, 3.066, -1.603], [-2.246, 1.661, -2.068], [3.632, -2.624, -2.495], [4.853, -0.520, -3.179], [3.765, 1.673, -2.680], [1.580, 1.710, -1.544], [-0.374, -0.634, -7.567], [0.903, -0.507, -5.649], [-0.598, 1.129, -3.902], [-1.352, -0.796, -2.778], [-0.191, -2.437, -3.967], [3.524, 6.143, 3.761], [2.533, 4.588, 2.806], [2.598, 3.304, 3.335], [1.940, 2.268, 2.702], [1.217, 2.520, 1.540], [1.152, 3.810, 1.012], [1.811, 4.846, 1.645], [0.522, 1.425, 0.864], [0.536, 0.234, 1.291], [-0.123, 1.600, -0.227], [3.163, 3.119, 4.238], [1.981, 1.265, 3.102], [0.582, 3.990, 0.111], [1.765, 5.848, 1.243]],
  "mulliken_charge": [-0.5027, -0.5799, -0.5853, 0.6391, 0.9893, -1.0200, -0.6087, -0.6409, -1.0581, 0.5000, 0.4109, -0.0840, -0.5462, 0.2377, -0.6819, -0.3942, -1.0345, 0.2023, 0.5669, 1.0378, -0.8438, -0.4653, -0.9580, -0.4501, 0.8730, 0.5610, 0.4356, 0.4266, 0.5066, 0.5326, 0.4643, 0.4937, 0.1311, 0.5739, 0.4803, 0.4837, 0.7626, -0.4272, 0.4140, -0.3325, 0.2250, -0.4151, 0.1613, -0.0639, -0.6036, -0.3756, 0.2243, -0.4161, -0.6373, 1.8038, -0.7282, -0.4795, 0.3980, 0.5009, 0.4981, 0.3980]
}